# C6H12

A structure of composition C6H12 (ωB97M-V with the def2-TZVPD basis set, the Open Molecules 2025 dataset).

The geometry in ORCA input format:
```
! RIJCOSX wB97M-V def2-TZVPD def2/J DEFGRID3
* xyz 0 1
H 0.8537 -0.5129 2.6199
H 2.0380 -0.1800 1.3000
H 1.2266 1.1221 -2.2223
C -0.0101 -0.2469 0.6390
C -1.0540 -0.0440 -1.6259
C 1.1268 1.1506 -1.0523
C 1.0504 0.0777 1.6718
C -1.1169 -1.1908 0.9801
H -1.9269 0.9876 -1.6031
H 0.9118 2.2766 -0.7691
H -0.4879 -0.1229 -2.7952
H 2.1218 0.8061 -0.4818
H -2.1512 -0.7981 0.5460
H -1.6722 -1.1925 -1.3251
H 1.0278 1.1199 1.9687
C 0.0485 0.2338 -0.6246
H -0.8095 -2.3126 0.6383
H -1.1766 -1.1737 2.1356
*
```

Computed properties:
ΔE to the lowest compared entry with this formula, charge and spin ... 3.6961 eV
Frontier orbital gap ... 9.29 eV
Maximum force ... 4.612 eV/A